Computed, not measured: a cluster of 2 separate species, C2H3NO3 in total, with ωB97M-V with the def2-TZVPD basis set.

```
9
C2H3NO3 ωB97M-V with the def2-TZVPD basis set
O 2.511 -0.547 -1.187
C 1.518 0.130 -0.769
N 0.264 -0.206 -0.202
C -1.367 -0.211 0.946
O -1.783 0.938 0.567
O -1.674 -1.165 1.514
H 1.563 1.263 -0.664
H 0.237 -1.236 0.021
H -1.269 1.033 -0.227
```

Energy relative to the best compared isomer or geometry (same formula, charge and spin) = 368.8 kJ/mol
Kohn-Sham gap = 9.22 eV
Calculated total energy = -9752.2675 eV

Charges per atom according to natural (NBO) partitioning, unit e: number 1, O, carries -0.596; number 2, C, carries 0.529; number 3, N, carries -0.979; number 4, C, carries 1.074; number 5, O, carries -0.618; number 6, O, carries -0.419; number 7, H, carries 0.088; number 8, H, carries 0.368; number 9, H, carries 0.552



Computed, not measured: the molecule C17H15N3O3S2, with ωB97M-V with the def2-TZVPD basis set.

```
40
C17H15N3O3S2 ωB97M-V with the def2-TZVPD basis set
C -2.235 1.866 -2.248
C -2.185 2.487 -0.848
N -2.469 1.613 0.186
C -2.369 2.223 1.390
C -2.703 1.442 2.646
C -1.536 0.631 3.192
N -1.089 -0.232 2.123
C -0.005 -1.065 2.230
O 0.397 -1.354 3.378
C 0.716 -1.614 1.059
C 0.602 -0.967 -0.173
N 1.355 -1.261 -1.248
C 2.233 -2.295 -1.154
C 2.952 -2.700 -2.314
S 2.793 -1.846 -3.827
C 3.850 -3.768 -2.198
C 3.991 -4.488 -1.032
C 3.247 -4.097 0.099
C 2.344 -3.027 0.046
C 1.583 -2.712 1.176
S -1.813 3.879 1.303
C -1.904 3.789 -0.425
C -1.701 4.943 -1.233
O -2.112 4.922 -2.373
O -1.202 6.054 -0.668
H -1.659 0.938 -2.255
H -3.249 1.590 -2.516
H -1.812 2.565 -2.987
H -3.549 0.791 2.452
H -2.994 2.169 3.401
H -0.733 1.298 3.564
H -1.907 -0.019 3.996
H -1.541 -0.067 1.220
H -0.017 -0.051 -0.260
H 1.760 -1.109 -3.391
H 4.372 -4.076 -3.098
H 4.717 -5.285 -1.031
H 3.366 -4.635 1.050
H 1.697 -3.244 2.129
H -1.192 6.710 -1.360
```

Energy relative to the best compared isomer or geometry (same formula, charge and spin) = 0.0 kJ/mol
Kohn-Sham gap = 7.57 eV
Calculated total energy = -50156.7422 eV
Structure (SMILES) = Cc1nc(CCNC(=O)c2cnc3c(S)cccc3c2)sc1C(=O)O

Charges per atom according to natural (NBO) partitioning, unit e: number 1, C, carries -0.645; number 2, C, carries 0.246; number 3, N, carries -0.494; number 4, C, carries 0.087; number 5, C, carries -0.467; number 6, C, carries -0.195; number 7, N, carries -0.633; number 8, C, carries 0.651; number 9, O, carries -0.629; number 10, C, carries -0.196; number 11, C, carries 0.078; number 12, N, carries -0.427; number 13, C, carries 0.119; number 14, C, carries -0.145; number 15, S, carries 0.035; number 16, C, carries -0.217; number 17, C, carries -0.203; number 18, C, carries -0.172; number 19, C, carries -0.110; number 20, C, carries -0.053; number 21, S, carries 0.474; number 22, C, carries -0.399; number 23, C, carries 0.747; number 24, O, carries -0.592; number 25, O, carries -0.670; number 26, H, carries 0.230; number 27, H, carries 0.238; number 28, H, carries 0.247; number 29, H, carries 0.243; number 30, H, carries 0.233; number 31, H, carries 0.204; number 32, H, carries 0.219; number 33, H, carries 0.420; number 34, H, carries 0.198; number 35, H, carries 0.175; number 36, H, carries 0.218; number 37, H, carries 0.223; number 38, H, carries 0.213; number 39, H, carries 0.248; number 40, H, carries 0.503



Computed, not measured: a cluster of 15 separate species, C3H37N3O15 in total, with ωB97M-V with the def2-TZVPD basis set.

```
58
C3H37N3O15 ωB97M-V with the def2-TZVPD basis set
C 0.971 2.070 1.449
N 1.593 0.813 1.064
C 0.908 -0.027 0.239
N 0.285 0.494 -0.894
O 1.116 -1.241 0.371
C -0.159 1.848 2.460
N -1.364 1.111 1.978
H 0.466 2.490 0.575
H 1.677 2.782 1.867
H 2.237 0.462 1.749
H 0.488 0.018 -1.770
H 0.052 1.464 -0.916
H 0.185 1.422 3.408
H -0.668 2.838 2.679
H -2.095 1.163 2.677
H -1.211 0.121 1.787
H 2.499 -0.455 4.038
H 0.994 -0.500 3.614
O 1.613 -0.089 4.235
H 1.538 -2.718 -0.702
H 0.448 -2.661 -1.791
O 1.180 -3.229 -1.466
H -0.721 3.851 -2.739
H -0.863 3.691 -4.246
O -1.377 3.715 -3.437
H 0.354 -2.230 1.770
H -0.181 -3.026 2.885
O 0.579 -2.469 2.697
H -2.080 0.477 -3.155
H -1.121 1.467 -3.891
O -1.259 0.536 -3.642
H -2.712 -2.593 2.565
H -2.039 -2.877 1.198
O -1.998 -2.277 1.974
H 3.741 2.732 -0.077
H 4.204 2.909 -1.707
O 3.559 2.913 -1.005
H -3.138 3.499 -2.741
H -3.695 3.246 -1.255
O -3.588 2.863 -2.132
H -1.642 -1.929 -2.868
H -1.053 -3.317 -3.516
O -0.900 -2.518 -3.003
H 2.813 -2.054 1.734
H 3.279 -1.081 0.612
O 3.493 -1.421 1.489
H -3.209 0.779 -1.650
H -4.181 -0.196 -0.736
O -3.491 -0.093 -1.381
H -1.571 -3.044 -0.821
H -1.235 -4.582 -0.302
O -1.814 -3.816 -0.277
H 1.531 3.759 -1.945
H 1.164 4.953 -1.002
O 0.804 4.253 -1.547
H 1.487 -5.285 1.367
H 1.878 -4.212 2.410
O 2.229 -4.801 1.726
```

Energy relative to the best compared isomer or geometry (same formula, charge and spin) = 293.4 kJ/mol
Kohn-Sham gap = 8.98 eV
Calculated total energy = -38895.1757 eV

Charges per atom according to natural (NBO) partitioning, unit e: number 1, C, carries -0.237; number 2, N, carries -0.651; number 3, C, carries 0.811; number 4, N, carries -0.854; number 5, O, carries -0.748; number 6, C, carries -0.241; number 7, N, carries -0.870; number 8, H, carries 0.198; number 9, H, carries 0.207; number 10, H, carries 0.432; number 11, H, carries 0.429; number 12, H, carries 0.395; number 13, H, carries 0.205; number 14, H, carries 0.186; number 15, H, carries 0.364; number 16, H, carries 0.373; number 17, H, carries 0.481; number 18, H, carries 0.492; number 19, O, carries -0.971; number 20, H, carries 0.491; number 21, H, carries 0.478; number 22, O, carries -0.996; number 23, H, carries 0.508; number 24, H, carries 0.476; number 25, O, carries -0.980; number 26, H, carries 0.507; number 27, H, carries 0.485; number 28, O, carries -0.997; number 29, H, carries 0.477; number 30, H, carries 0.481; number 31, O, carries -0.961; number 32, H, carries 0.471; number 33, H, carries 0.503; number 34, O, carries -0.998; number 35, H, carries 0.508; number 36, H, carries 0.499; number 37, O, carries -1.005; number 38, H, carries 0.510; number 39, H, carries 0.477; number 40, O, carries -0.990; number 41, H, carries 0.501; number 42, H, carries 0.499; number 43, O, carries -0.978; number 44, H, carries 0.495; number 45, H, carries 0.477; number 46, O, carries -0.965; number 47, H, carries 0.502; number 48, H, carries 0.492; number 49, O, carries -0.999; number 50, H, carries 0.512; number 51, H, carries 0.503; number 52, O, carries -0.988; number 53, H, carries 0.500; number 54, H, carries 0.493; number 55, O, carries -0.982; number 56, H, carries 0.464; number 57, H, carries 0.485; number 58, O, carries -0.953



Computed, not measured: a cluster of 2 separate species, C2H4N2O2 in total, with ωB97M-V with the def2-TZVPD basis set.

```
10
C2H4N2O2 ωB97M-V with the def2-TZVPD basis set
C -1.382 -0.010 0.265
C -0.087 0.413 -0.323
N 0.819 0.949 0.429
N 1.349 -1.400 -0.095
O 2.017 1.020 0.008
O 2.347 -0.841 -0.108
H -2.226 0.438 -0.252
H -1.467 -1.095 0.155
H -1.414 0.236 1.322
H 0.044 0.290 -1.401
```

Energy relative to the best compared isomer or geometry (same formula, charge and spin) = 695.9 kJ/mol
Kohn-Sham gap (spin up / spin down) = 7.30 / 7.30 eV
Calculated total energy = -9208.0101 eV

Charges per atom according to natural (NBO) partitioning, unit e: number 1, C, carries -0.662; number 2, C, carries 0.032; number 3, N, carries -0.130; number 4, N, carries 0.286; number 5, O, carries -0.366; number 6, O, carries -0.011; number 7, H, carries 0.222; number 8, H, carries 0.225; number 9, H, carries 0.236; number 10, H, carries 0.167



Computed, not measured: a structure of composition C24H29BN9O2RuS3, with ωB97M-V with the def2-TZVPD basis set.

```
69
C24H29BN9O2RuS3 ωB97M-V with the def2-TZVPD basis set
Ru 0.311 0.258 0.568
C -2.317 -0.497 -4.430
C -2.060 0.920 -3.929
N -2.530 1.154 -2.577
C -1.886 0.781 -1.451
S -0.336 0.004 -1.595
N -2.494 1.011 -0.318
N -1.783 0.621 0.788
C -2.393 0.749 1.920
C -3.748 1.366 2.074
C -1.733 0.168 3.098
C -2.321 0.211 4.363
C -1.729 -0.487 5.401
C -0.589 -1.235 5.144
C -0.064 -1.202 3.863
N -0.594 -0.488 2.877
H -1.950 -0.610 -5.451
H -3.385 -0.721 -4.421
H -1.801 -1.223 -3.801
H -2.567 1.643 -4.569
H -0.993 1.145 -3.968
H -3.436 1.568 -2.432
H -4.108 1.721 1.116
H -3.700 2.206 2.769
H -4.457 0.640 2.478
H -3.231 0.769 4.524
H -2.164 -0.465 6.391
H -0.115 -1.830 5.911
H 0.818 -1.781 3.614
O 0.546 4.397 0.816
C 0.610 3.190 0.983
O 0.146 2.289 0.197
C 1.365 2.656 2.181
C 2.014 3.517 3.053
C 2.790 2.979 4.061
C 2.910 1.599 4.151
C 2.217 0.813 3.250
N 1.436 1.332 2.303
H 1.902 4.580 2.895
H 3.315 3.622 4.756
H 3.535 1.133 4.900
H 2.302 -0.264 3.265
C -2.123 -3.155 -0.617
N -0.854 -3.305 -1.302
C -0.671 -3.793 -2.573
C 0.644 -3.640 -2.854
N 1.258 -3.062 -1.768
B 2.769 -2.613 -1.766
N 2.797 -1.156 -2.361
C 2.797 -0.881 -3.709
C 2.698 0.459 -3.872
N 2.644 1.002 -2.611
C 2.438 2.407 -2.294
C 2.697 0.008 -1.701
S 2.678 0.285 0.004
C 0.328 -2.856 -0.825
S 0.506 -2.193 0.757
H -2.911 -3.509 -1.278
H -2.283 -2.103 -0.378
H -2.127 -3.727 0.309
H -1.479 -4.210 -3.148
H 1.203 -3.909 -3.733
H 3.348 -3.329 -2.548
H 3.204 -2.622 -0.656
H 2.875 -1.667 -4.438
H 2.671 1.068 -4.757
H 2.490 2.974 -3.220
H 3.208 2.748 -1.606
H 1.465 2.538 -1.820
```

<S²> = 0.757
Energy relative to the best compared isomer or geometry (same formula, charge and spin) = 7.9 kJ/mol
Multiplicity = 2
Kohn-Sham gap (spin up / spin down) = 7.39 / 7.16 eV
Calculated total energy = -78633.1646 eV

Charges per atom according to natural (NBO) partitioning, unit e: number 1, Ru, carries 0.566; number 2, C, carries -0.622; number 3, C, carries -0.216; number 4, N, carries -0.590; number 5, C, carries 0.321; number 6, S, carries -0.044; number 7, N, carries -0.442; number 8, N, carries -0.174; number 9, C, carries 0.224; number 10, C, carries -0.679; number 11, C, carries 0.167; number 12, C, carries -0.235; number 13, C, carries -0.160; number 14, C, carries -0.249; number 15, C, carries 0.059; number 16, N, carries -0.418; number 17, H, carries 0.211; number 18, H, carries 0.203; number 19, H, carries 0.221; number 20, H, carries 0.202; number 21, H, carries 0.212; number 22, H, carries 0.405; number 23, H, carries 0.265; number 24, H, carries 0.227; number 25, H, carries 0.223; number 26, H, carries 0.226; number 27, H, carries 0.221; number 28, H, carries 0.224; number 29, H, carries 0.210; number 30, O, carries -0.642; number 31, C, carries 0.757; number 32, O, carries -0.691; number 33, C, carries 0.104; number 34, C, carries -0.206; number 35, C, carries -0.158; number 36, C, carries -0.249; number 37, C, carries 0.063; number 38, N, carries -0.425; number 39, H, carries 0.253; number 40, H, carries 0.220; number 41, H, carries 0.225; number 42, H, carries 0.211; number 43, C, carries -0.401; number 44, N, carries -0.347; number 45, C, carries -0.084; number 46, C, carries -0.053; number 47, N, carries -0.483; number 48, B, carries 0.187; number 49, N, carries -0.482; number 50, C, carries -0.056; number 51, C, carries -0.078; number 52, N, carries -0.337; number 53, C, carries -0.413; number 54, C, carries 0.297; number 55, S, carries -0.111; number 56, C, carries 0.316; number 57, S, carries -0.158; number 58, H, carries 0.206; number 59, H, carries 0.232; number 60, H, carries 0.223; number 61, H, carries 0.224; number 62, H, carries 0.229; number 63, H, carries -0.058; number 64, H, carries -0.009; number 65, H, carries 0.228; number 66, H, carries 0.223; number 67, H, carries 0.204; number 68, H, carries 0.228; number 69, H, carries 0.254



Question: calculated total energy of number 1 (C2H3NO3)?
Answer: -9752.2675 eV